62
Properties=species:S:1:pos:R:3:forces:R:3 method="wB97M-V/def2-TZVPD" lumo_energy_ev=3.27 energy_ev=-161174.5873 charge=-2 homo_lumo_gap_ev=5.702
Rb 0.2536 -0.1757 -0.3024 -0.13 0.75 -0.69
Br 3.1323 -5.4522 7.8319 0.00 0.00 0.00
C 4.1004 -4.1471 6.8377 0.02 0.04 0.05
C 3.9601 -4.0945 5.4576 0.02 0.00 -0.07
C 4.6674 -3.1491 4.7391 0.08 -0.24 0.04
C 5.5215 -2.2496 5.3889 0.07 -0.23 0.02
C 5.6544 -2.3349 6.7727 0.03 0.05 -0.09
C 4.9396 -3.2739 7.5029 -0.05 -0.04 0.02
N 6.4069 -1.4014 4.6768 0.09 0.09 0.15
N 6.0329 -0.6739 3.7160 -0.07 -0.09 -0.10
C 4.7304 -0.4208 3.3644 -0.01 0.14 0.00
C 3.5992 -0.5329 4.1960 -0.10 0.23 0.05
C 2.3418 -0.1863 3.7880 0.03 0.00 0.01
C 2.0650 0.2943 2.4661 0.00 0.04 0.05
O 0.9258 0.6206 2.0920 0.16 0.16 0.44
C 3.2404 0.4127 1.5722 -0.01 0.00 0.01
N 2.9976 0.8229 0.3084 0.09 0.08 0.10
C 4.0122 1.0010 -0.5040 -0.01 -0.02 -0.01
C 5.3439 0.7844 -0.1190 -0.01 0.00 0.00
C 5.6019 0.3279 1.1445 0.01 0.00 0.01
C 4.5351 0.1166 2.0431 0.00 -0.04 -0.02
H 3.2960 -4.7787 4.9472 0.00 -0.01 0.00
H 4.5453 -3.0907 3.6652 0.00 -0.03 0.02
H 6.3339 -1.6546 7.2708 0.00 0.00 -0.01
H 5.0411 -3.3285 8.5787 0.00 0.00 0.00
H 3.7294 -0.8652 5.2175 -0.10 0.15 -0.08
H 1.4997 -0.2566 4.4645 0.00 -0.01 0.00
H 3.7765 1.3248 -1.5134 0.00 0.01 0.00
H 6.1458 0.9599 -0.8254 0.00 0.00 0.00
H 6.6085 0.1169 1.4785 0.00 0.00 0.00
S -2.1720 1.2000 -3.8921 0.01 0.00 -0.02
C -1.5142 2.4322 -2.9342 -0.05 0.07 0.04
N -1.0064 2.3531 -1.7307 0.14 -0.16 0.04
C -0.5583 3.5650 -1.2551 -0.02 0.03 0.00
C 0.0431 3.7576 -0.0090 0.01 -0.01 0.00
C 0.4505 5.0294 0.3571 0.00 0.00 0.00
C 0.2695 6.1178 -0.4979 0.00 0.00 0.00
C -0.3206 5.9411 -1.7419 0.00 0.00 0.00
C -0.7286 4.6681 -2.1150 0.00 0.00 0.00
S -1.4765 4.1107 -3.5784 -0.02 -0.01 0.01
H 0.1987 2.9119 0.6518 0.00 0.00 0.01
H 0.9221 5.1777 1.3210 0.00 0.00 0.00
H 0.5953 7.1052 -0.1927 0.00 0.00 0.00
H -0.4580 6.7825 -2.4110 0.00 0.00 0.00
I -5.5312 1.6729 2.6382 0.00 0.00 0.00
C -4.5998 0.6749 1.0554 0.00 0.00 0.00
C -5.3452 0.2021 -0.0120 0.00 -0.01 -0.01
C -4.6754 -0.4499 -1.0315 -0.01 0.01 0.01
C -3.2991 -0.6032 -0.9368 0.02 0.04 -0.03
N -2.5924 -0.1418 0.0873 -0.24 0.09 0.10
C -3.2261 0.4899 1.0681 -0.03 0.00 -0.01
H -6.4167 0.3474 -0.0485 0.00 0.00 0.00
H -5.2048 -0.8188 -1.8991 0.01 0.00 0.00
H -2.7435 -1.0952 -1.7246 0.01 0.00 0.01
H -2.6158 0.8592 1.8851 0.00 0.00 0.00
F 2.0859 -4.5958 -0.5331 -0.05 0.02 0.04
Te 0.5814 -3.5769 -0.0531 0.17 -0.85 -0.04
F 0.3639 -4.9171 1.2467 -0.03 0.04 0.02
F 1.1792 -2.4925 -1.4932 0.01 -0.07 0.01
F 1.8137 -2.7004 1.0715 -0.02 0.08 -0.06
F -0.2885 -4.6854 -1.3008 0.00 0.00 0.00
O -0.8218 -2.5773 0.3678 -0.02 -0.28 0.00